1.
# C36H48F8O36

A cluster of 12 separate species, C36H48F8O36 in total in a non-equilibrium geometry (ωB97M-V with the def2-TZVPD basis set, the Open Molecules 2025 dataset).

Geometry as XYZ:
```
128
C36H48F8O36, DFT ωB97M-V with the def2-TZVPD basis set
O 18.7412 -8.3469 -2.3403
C 19.8912 -8.2137 -2.5885
O 20.8589 -8.1458 -1.6853
C 22.0887 -7.6662 -2.2744
C 21.7648 -7.7925 -3.7795
F 22.4015 -8.8105 -4.2571
O 20.3651 -8.0835 -3.8046
H 22.4127 -6.6766 -1.9520
H 22.9901 -8.2651 -2.1443
H 21.9811 -6.8970 -4.3621
O 20.7580 -4.2791 -2.5502
C 19.9569 -3.3323 -2.6515
O 20.3132 -2.1479 -3.2229
C 19.0084 -1.4632 -3.3268
C 18.2211 -2.1006 -2.1915
F 16.8941 -1.9011 -2.3891
O 18.6079 -3.4308 -2.2822
H 18.9636 -0.3748 -3.3635
H 18.5752 -1.8989 -4.2272
H 18.5072 -1.6378 -1.2469
O 28.2304 -1.1692 -7.4925
C 27.9809 -2.3525 -7.1431
O 28.8234 -3.3742 -7.2959
C 28.0436 -4.4735 -7.0976
C 27.0552 -4.1416 -6.0658
F 27.6913 -4.1083 -4.8605
O 26.8456 -2.8978 -6.6268
H 27.5113 -4.6515 -8.0320
H 28.8117 -5.2265 -6.9212
H 26.1133 -4.6827 -5.9753
O 19.2659 -4.4755 -7.3760
C 18.6259 -4.9183 -6.4391
O 18.9637 -6.1220 -5.6600
C 18.0637 -6.2491 -4.5835
C 16.9766 -5.3270 -5.0400
F 16.4975 -4.6157 -3.9856
O 17.4385 -4.4184 -5.9367
H 17.7423 -7.2721 -4.3879
H 18.4954 -5.8348 -3.6723
H 16.2065 -5.7887 -5.6580
O 17.7292 -12.1607 -8.2727
C 18.1776 -11.1327 -7.9096
O 19.0123 -11.0683 -6.8053
C 19.4689 -9.6535 -6.6933
C 19.0648 -8.9606 -7.9593
F 20.0193 -8.7963 -8.8668
O 18.1225 -9.9025 -8.5138
H 19.0071 -9.1370 -5.8519
H 20.5530 -9.5941 -6.5960
H 18.7976 -7.9377 -7.6944
O 27.2068 -6.9727 -10.0044
C 26.4985 -6.7443 -10.9863
O 26.8841 -6.0375 -12.0515
C 25.6981 -5.8400 -12.8431
C 24.6531 -6.8712 -12.2899
F 24.8157 -7.9783 -12.9644
O 25.1903 -7.1530 -10.9973
H 25.3526 -4.8644 -12.5010
H 26.0640 -5.9132 -13.8672
H 23.5867 -6.6574 -12.2179
O 20.4911 1.4418 -4.6838
C 20.9444 0.8945 -5.6736
O 21.1650 1.4948 -6.7926
C 21.6812 0.6638 -7.7932
C 22.0405 -0.6249 -6.9812
F 23.3857 -0.7081 -6.7516
O 21.3837 -0.3796 -5.7399
H 20.9489 0.6141 -8.5990
H 22.6131 1.1286 -8.1150
H 21.5962 -1.5375 -7.3784
O 21.7595 -0.9059 -10.9706
C 21.8906 -2.0743 -10.6311
O 20.9696 -3.0422 -10.2829
C 21.5040 -4.3295 -10.1030
C 22.9564 -4.0781 -10.5213
F 22.9455 -4.3503 -11.8654
O 23.1041 -2.6360 -10.4413
H 21.1764 -4.4410 -9.0694
H 21.1139 -5.1638 -10.6861
H 23.6246 -4.7640 -10.0007
C 22.6248 -14.9626 -11.6339
O 22.9739 -13.7881 -10.8540
C 22.3833 -12.6954 -11.0232
O 21.3712 -12.4374 -11.6343
O 23.1261 -11.8484 -10.3246
C 22.6866 -10.5397 -10.0604
H 21.9541 -15.6566 -11.1275
H 23.5350 -15.5581 -11.7042
H 22.1744 -14.6916 -12.5888
H 21.9571 -10.4820 -9.2525
H 22.1337 -10.1360 -10.9086
H 23.4548 -9.8028 -9.8262
C 24.9760 -5.8771 -3.1594
O 25.0105 -7.2116 -3.5992
C 26.1170 -7.6534 -4.1796
O 27.2999 -7.1123 -4.1681
O 25.8968 -8.8030 -4.8345
C 27.0142 -9.4629 -5.4814
H 25.6727 -5.7225 -2.3355
H 24.0569 -5.3828 -2.8449
H 25.4010 -5.1755 -3.8773
H 27.4281 -8.7228 -6.1663
H 26.6071 -10.2023 -6.1711
H 27.8204 -9.9581 -4.9402
C 22.4162 -4.2419 -5.1834
O 23.4314 -5.0803 -5.7055
C 23.1239 -6.1559 -6.4944
O 22.0147 -6.3806 -7.0494
O 24.2186 -6.9254 -6.6186
C 24.0619 -8.0908 -7.3742
H 22.8949 -3.9250 -4.2568
H 21.4713 -4.7643 -5.0342
H 22.3015 -3.3740 -5.8328
H 24.9912 -8.6456 -7.2444
H 23.9199 -7.9691 -8.4480
H 23.4120 -8.8560 -6.9498
C 22.2744 -13.4883 -7.4555
O 22.3561 -13.0937 -6.1086
C 23.2982 -12.2591 -5.7945
O 23.9897 -11.6435 -6.5775
O 23.2804 -12.2454 -4.4756
C 24.4331 -11.7010 -3.8397
H 21.6326 -12.8073 -8.0144
H 21.7190 -14.4262 -7.4615
H 23.2510 -13.6605 -7.9077
H 25.3591 -12.0580 -4.2903
H 24.4732 -11.8959 -2.7680
H 24.4526 -10.6391 -4.0848
```

As for the charge: 0. The HOMO-LUMO gap is 11.0 eV. Its structure (SMILES) is O=C1OC[C@@H](F)O1.O=C1OC[C@@H](F)O1.O=C1OC[C@@H](F)O1.O=C1OC[C@@H](F)O1.O=C1OC[C@@H](F)O1.O=C1OC[C@@H](F)O1.O=C1OC[C@@H](F)O1.O=C1OC[C@@H](F)O1.COC(=O)OC.COC(=O)OC.COC(=O)OC.COC(=O)OC. For the largest force on an atom, the calculation gives 0.120 hartree/bohr. The calculation puts the total energy at -4908.100510 a.u.

Results of the Mulliken charge analysis, in e, for atoms 1 through 8:
1. O -0.56
2. C 0.33
3. O -0.39
4. C -0.21
5. C 1.24
6. F -0.12
7. O -0.02
8. H 0.08

***

2.
# C4H2F2O

The molecule C4H2F2O in a non-equilibrium geometry (ωB97M-V with the def2-TZVPD basis set, the Open Molecules 2025 dataset).

Geometry as XYZ:
```
9
C4H2F2O, DFT ωB97M-V with the def2-TZVPD basis set
C -0.2326 -2.2159 0.1065
C -0.3981 -1.0549 0.4623
C -0.6661 0.3068 0.8209
C 0.2703 0.1733 -0.3437
O 1.5798 0.4867 -0.3442
F -2.0160 0.9942 0.3352
F -0.3510 0.3556 -1.5024
H -0.3259 0.8854 1.6441
H 2.1396 0.0689 -1.1787
```

As for the charge: 0. The HOMO-LUMO gap is 10.3 eV. For the largest force on an atom, the calculation gives 0.082 hartree/bohr. The calculation puts the total energy at -428.355882 a.u.

Results of the Mulliken charge analysis, in e, for atoms 1 through 8:
1. C -0.38
2. C 0.11
3. C -0.08
4. C 0.67
5. O -0.53
6. F -0.33
7. F -0.20
8. H 0.32

***

3.
# C20H29N3O5S

A structure of composition C20H29N3O5S in a non-equilibrium geometry (ωB97M-V with the def2-TZVPD basis set, the Open Molecules 2025 dataset).

Geometry as XYZ:
```
58
C20H29N3O5S, DFT ωB97M-V with the def2-TZVPD basis set
C -5.0142 -1.7032 1.7820
C -5.4920 -2.1223 0.3437
C -6.2527 -0.8963 -0.3841
H -7.1252 -1.4541 -1.0248
H -6.8878 -0.5416 0.2352
C -5.5893 -0.1979 -1.2069
N -4.6455 0.5152 -0.3490
C -4.8458 1.7594 0.1059
C -3.6924 2.1367 0.7245
N -2.6271 1.2166 0.4498
C -3.2854 0.5683 -0.3275
C -2.5873 -0.5965 -1.1175
O -2.9142 -1.5349 -2.0484
C -1.0677 -0.7779 -0.4954
C -0.1022 -1.1230 -1.6040
C 1.1588 -1.2287 -0.9577
C 1.5766 -1.2205 0.3074
C 0.5208 -0.9469 1.2912
C -0.6600 -0.6872 0.7551
H -1.5677 -0.6093 1.6742
H 0.8037 -0.8334 2.1555
S 3.1358 -0.9709 0.9400
O 3.8542 -2.1744 0.3988
O 3.2222 -0.7035 2.3588
N 4.0226 0.3435 -0.2487
C 4.6449 -0.0456 -1.3344
H 3.9562 0.2291 -2.0961
C 6.0608 0.5527 -1.5204
O 6.9005 -0.5875 -0.9767
C 7.0302 -0.8687 0.3678
H 7.1042 0.2048 0.8294
H 7.8378 -1.4829 0.3364
H 6.1277 -1.3218 0.6365
H 6.1546 1.2134 -0.9761
H 6.1901 0.4860 -2.5475
H 4.5736 -0.9471 -1.4298
C 3.7839 1.5194 0.2769
C 2.7435 2.3302 -0.1276
O 1.4037 1.8812 -0.3188
C 0.5755 2.4090 0.8820
H 1.1667 1.7896 1.8803
H -0.4724 2.0112 0.8830
H 0.6112 3.3333 0.8780
H 2.9793 2.1241 -1.4223
H 2.6814 3.4227 -0.1442
H 4.8492 2.0171 0.4667
H 3.4776 1.2912 1.5144
H 2.1462 -1.5146 -1.7638
H -0.3415 -1.1044 -2.6196
H -3.5725 3.0032 1.5232
H -5.7776 2.2180 0.2315
H -4.9798 -0.6926 -2.0296
H -5.9799 0.6610 -1.8986
H -6.2617 -3.0323 0.6103
H -4.7290 -2.5360 -0.1891
H -5.8138 -1.2723 2.5753
H -4.3619 -0.9630 1.5309
H -4.6465 -2.5456 2.2138
```

As for the charge: 0. The HOMO-LUMO gap is 7.1 eV. For the largest force on an atom, the calculation gives 0.342 hartree/bohr. The calculation puts the total energy at -1717.341345 a.u.

Results of the Mulliken charge analysis, in e, for atoms 1 through 8:
1. C -0.75
2. C -0.54
3. C -1.02
4. H 0.26
5. H 0.63
6. C -0.55
7. N 0.46
8. C -0.29

***

4.
# C4H6O2

The molecule C4H6O2 (ωB97M-V with the def2-TZVPD basis set, the Open Molecules 2025 dataset).

Geometry as XYZ:
```
12
C4H6O2, DFT ωB97M-V with the def2-TZVPD basis set
O 1.7901 -0.3728 0.4442
C 0.5228 -0.5022 -0.1384
C -0.5497 -0.9022 0.8656
C -1.2425 1.1504 -1.1272
C 0.0876 0.8137 -0.7413
O 0.8539 1.7129 -1.1047
H 2.2391 0.3507 -0.0246
H 0.5405 -1.2402 -0.9599
H -0.4784 -1.9539 1.1666
H -0.4803 -0.2645 1.7527
H -1.7278 1.8506 -0.4314
H -1.5355 -0.7518 0.3967
```

As for the charge: 0. The HOMO-LUMO gap is 8.5 eV. For the largest force on an atom, the calculation gives 0.010 hartree/bohr. The calculation puts the total energy at -306.342482 a.u.

Results of the Mulliken charge analysis, in e, for atoms 1 through 8:
1. O -0.52
2. C 0.43
3. C -1.28
4. C -0.62
5. C 0.75
6. O -0.60
7. H 0.35
8. H 0.21

***

5.
# C3H11NO3

A cluster of 3 separate species, C3H11NO3 in total in a non-equilibrium geometry (ωB97M-V with the def2-TZVPD basis set, the Open Molecules 2025 dataset).

Geometry as XYZ:
```
18
C3H11NO3, DFT ωB97M-V with the def2-TZVPD basis set
C 0.9800 -2.4641 -0.0971
C 0.2205 -1.1323 -0.1447
N -1.0829 -1.1472 0.5217
C 0.9752 0.0438 0.4519
O 1.6039 0.0214 1.4683
H 0.5146 -3.3425 -0.5625
H 1.1015 -2.6729 0.9825
H 1.9918 -2.2452 -0.4733
H 0.1423 -0.8534 -1.2050
H -1.6556 -1.9025 0.1408
H -0.8516 -1.5418 1.4367
H 1.0214 0.9152 -0.2466
O 0.8274 3.9523 0.2692
H 0.7358 3.6177 -0.6338
H -0.0142 3.7387 0.6832
O -1.9066 1.9006 -1.0552
H -2.8622 1.9208 -1.1289
H -1.7413 1.1916 -0.4071
```

As for the charge: 0. The HOMO-LUMO gap is 10.5 eV. Its structure (SMILES) is C[C@@H](N)C=O.O.O. For the largest force on an atom, the calculation gives 0.035 hartree/bohr. The calculation puts the total energy at -401.350746 a.u.

Results of the Mulliken charge analysis, in e, for atoms 1 through 8:
1. C -1.37
2. C 0.44
3. N -0.67
4. C -0.03
5. O -0.46
6. H 0.37
7. H 0.33
8. H 0.33